Formula: C21H15F3LiN7O2S2
Source: the OMol25 dataset
Level of theory: wB97M-V/def2-TZVPD

Properties
LUMO level = 4.56 eV
HOMO level = -1.06 eV
energy = -66581.4633 eV
ΔE to the lowest compared entry with this formula, charge and spin = 0.181 eV
HOMO-LUMO gap = 5.62 eV

Geometry as ORCA input:
```
! wB97M-V def2-TZVPD RIJCOSX def2/J DEFGRID3
* xyz -2 1
Li -0.582 -0.603 0.014
O 0.428 -4.320 -1.012
C 0.005 -3.186 -1.299
O 0.047 -2.169 -0.555
C -0.576 -2.972 -2.692
C 0.093 -3.603 -3.736
C -0.292 -3.456 -5.060
C -1.404 -2.668 -5.339
C -2.093 -2.054 -4.309
C -1.711 -2.170 -2.958
S -2.697 -1.384 -1.733
H 0.938 -4.230 -3.476
H 0.258 -3.947 -5.856
H -1.738 -2.533 -6.364
H -2.966 -1.449 -4.526
F 3.266 4.400 0.192
C 3.438 3.493 -0.791
F 2.840 3.982 -1.892
F 4.781 3.544 -1.073
C 3.014 2.103 -0.420
C 3.982 1.122 -0.377
C 3.642 -0.174 -0.024
C 2.306 -0.415 0.251
N 1.350 0.503 0.216
C 1.649 1.799 -0.104
S 0.423 2.983 -0.081
H 5.007 1.369 -0.621
H 4.370 -0.973 0.003
H 1.969 -1.422 0.477
N -3.139 1.678 -0.769
C -2.664 1.866 0.458
N -2.958 3.015 1.092
C -2.455 3.110 2.310
N -2.669 4.289 2.979
N -1.756 2.177 2.967
C -1.540 1.085 2.237
N -1.951 0.862 1.010
C -0.750 -0.020 2.873
C -0.272 0.073 4.173
C 0.451 -0.997 4.677
C 0.669 -2.108 3.876
C 0.159 -2.104 2.583
N -0.535 -1.081 2.105
H -3.467 2.489 -1.261
H -2.850 0.848 -1.300
H -3.401 4.868 2.608
H -2.557 4.249 3.976
H -0.463 0.969 4.745
H 0.849 -0.961 5.685
H 1.238 -2.956 4.233
H 0.313 -2.921 1.883
*
```

Here are the Löwdin charges for atoms 1 to 6, given in e: number 1, Li, carries 0.52; number 2, O, carries -0.04; number 3, C, carries -0.66; number 4, O, carries -0.19; number 5, C, carries -0.16; number 6, C, carries -0.07

Formula: C21H15F3NO5S3
Source: the OMol25 dataset
Level of theory: wB97M-V/def2-TZVPD

Properties
LUMO level = 1.87 eV
HOMO level = -3.44 eV
energy = -74405.7276 eV
ΔE to the lowest compared entry with this formula, charge and spin = 0.000 eV
HOMO-LUMO gap = 5.31 eV

Geometry as ORCA input:
```
! wB97M-V def2-TZVPD RIJCOSX def2/J DEFGRID3
* xyz -1 1
C 4.683 -0.471 -3.441
C 4.270 -0.274 -2.116
C 3.023 0.302 -1.836
C 2.209 0.722 -2.893
S 0.631 1.545 -2.596
C -0.358 0.404 -1.754
C -1.700 0.315 -2.241
C -2.362 -0.935 -2.410
C -3.646 -0.997 -2.951
C -4.334 0.174 -3.288
C -3.689 1.415 -3.143
C -2.403 1.497 -2.633
O 0.944 2.655 -1.723
O 0.144 1.829 -3.924
C 2.606 0.514 -4.215
C 3.845 -0.073 -4.489
H 5.653 -0.925 -3.660
H 4.916 -0.587 -1.293
H 2.688 0.427 -0.806
H 0.222 -0.471 -1.466
H -1.796 -1.840 -2.223
H -4.105 -1.970 -3.139
H -5.338 0.119 -3.697
H -4.200 2.321 -3.467
H -1.919 2.468 -2.629
H 1.945 0.816 -5.023
H 4.144 -0.223 -5.527
F 1.470 -1.957 8.359
C 0.983 -2.210 7.111
F 2.027 -2.391 6.266
F 0.262 -3.364 7.160
S -0.042 -0.797 6.645
N -0.041 -0.974 4.934
C 0.838 -0.134 4.209
O 1.851 0.382 4.656
C 0.200 0.033 2.895
C -1.082 -0.471 2.819
C -1.976 -0.063 1.823
C -1.560 0.955 0.964
C -0.252 1.438 1.026
C 0.667 0.951 1.945
S -1.612 -1.280 4.296
O -1.768 -2.696 4.173
O -2.588 -0.484 4.989
H -2.965 -0.506 1.759
H -2.252 1.335 0.210
H 0.078 2.177 0.311
H 1.691 1.300 2.029
*
```

Here are the Löwdin charges for atoms 1 to 6, given in e: number 1, C, carries -0.10; number 2, C, carries -0.09; number 3, C, carries -0.07; number 4, C, carries -0.26; number 5, S, carries 0.63; number 6, C, carries -0.27

Question: Which of these has the lowest energy?
Answer: C21H15F3NO5S3

Question: Among the records above, which one has the lowest ΔE to the lowest compared entry with this formula, charge and spin?
Answer: C21H15F3NO5S3

Question: What is the formula in the first record?
Answer: C21H15F3LiN7O2S2

Question: The lowest LUMO level belongs to which entry?
Answer: C21H15F3NO5S3